DFT (ωB97M-V/def2-TZVPD) results for 5 unconnected molecules or ions with the total composition C28H30BrF12N2O9.

The total charge is +1.

CARTESIAN COORDINATES (ANGSTROEM)
1 O 2.6108 0.0312 0.6271
2 C 3.5143 0.2886 -0.3418
3 Br 5.4175 -0.3519 -0.0352
4 C 3.1375 1.1159 -1.7423
5 C 1.7847 2.0208 -1.3420
6 C 2.0700 3.5624 -1.0677
7 C 0.7579 4.4171 -0.6279
8 C -0.5196 3.4371 -0.5817
9 N -0.4584 2.0259 -0.9375
10 C -1.8038 1.2630 -0.8785
11 C -1.7200 -0.2957 -0.2774
12 C -3.1127 -1.2105 -0.1369
13 C -4.5143 -0.4876 -0.6191
14 C -4.6423 1.0433 -1.2071
15 C -3.2474 1.9476 -1.3346
16 N 0.5584 1.2342 -1.3132
17 H 4.0695 1.7792 -1.9888
18 H 2.8968 0.2891 -2.5388
19 H 3.1397 4.0177 -1.1781
20 H 0.7497 5.5518 -0.3613
21 H -1.5491 3.9091 -0.2405
22 H -0.6718 -0.7420 0.0447
23 H -3.0555 -2.3059 0.3096
24 H -5.5066 -1.1119 -0.5241
25 H -5.7118 1.4303 -1.4826
26 H -3.3330 3.0493 -1.7295
27 C -0.1349 -0.5643 -4.8957
28 C 0.9558 -1.5837 -5.1733
29 O 1.2836 -1.6055 -6.5711
30 C 2.1228 -0.6132 -7.0093
31 O 2.5830 0.2640 -6.2830
32 C 2.4271 -0.7824 -8.4968
33 F 1.3103 -1.0383 -9.2373
34 F 3.2830 -1.8187 -8.7303
35 F 3.0042 0.3201 -9.0520
36 H -1.0082 -0.7541 -5.5272
37 H -0.4410 -0.6016 -3.8455
38 H 0.2056 0.4509 -5.1210
39 H 0.5948 -2.5852 -4.9148
40 H 1.8486 -1.3971 -4.5664
41 C -2.1996 6.3284 5.6816
42 C -3.0742 5.3245 4.9515
43 O -3.3525 5.7733 3.6162
44 C -2.3637 5.5602 2.6900
45 O -1.2879 5.0269 2.9481
46 C -2.8074 6.0378 1.3083
47 F -3.3894 7.2712 1.3390
48 F -3.7248 5.1991 0.7462
49 F -1.7788 6.1274 0.4192
50 H -2.6564 7.3226 5.6611
51 H -2.0514 6.0270 6.7233
52 H -1.2189 6.4195 5.2049
53 H -4.0375 5.2366 5.4656
54 H -2.6228 4.3262 4.9411
55 C 4.9615 -1.9858 3.2323
56 C 4.1655 -2.0982 4.5206
57 O 5.0194 -1.9138 5.6602
58 C 5.3245 -0.6158 5.9815
59 O 4.9173 0.3582 5.3538
60 C 6.1948 -0.5614 7.2360
61 F 7.2185 -1.4625 7.2065
62 F 5.4818 -0.8338 8.3667
63 F 6.7701 0.6579 7.4335
64 H 5.8053 -2.6826 3.2398
65 H 4.3286 -2.2037 2.3663
66 H 5.3795 -0.9818 3.1116
67 H 3.7396 -3.1042 4.6008
68 H 3.3284 -1.3917 4.5423
69 C -3.5848 -8.0511 -0.0934
70 C -4.1577 -6.6492 0.0181
71 O -3.2042 -5.6759 -0.4348
72 C -3.1093 -5.5111 -1.7931
73 O -3.7773 -6.1431 -2.6072
74 C -2.0992 -4.4168 -2.1340
75 F -0.9373 -4.5341 -1.4289
76 F -2.5831 -3.1702 -1.8636
77 F -1.7439 -4.4099 -3.4494
78 H -2.6314 -8.1201 0.4394
79 H -4.2791 -8.7871 0.3241
80 H -3.3859 -8.3156 -1.1362
81 H -4.3696 -6.4231 1.0688
82 H -5.1024 -6.5532 -0.5285

Forces on atoms 1 to 2 (eV/Å):
6.09 1.84 -6.81
-4.91 -1.18 4.97

DFT (ωB97M-V/def2-TZVPD) results for 2 unconnected molecules or ions with the total composition C5H12O2.

The energy above the lowest of the compared OMol25 structures with the same formula, charge and spin is 2.359 eV. The structure (SMILES) is C=C(O)[C@H](O)CC.[H][H].

CARTESIAN COORDINATES (ANGSTROEM)
1 C -1.4777 -0.5200 -1.9354
2 C -1.0660 -0.4291 -0.6670
3 O -1.8983 -0.4642 0.4122
4 C 0.3886 -0.3610 -0.2507
5 O 0.8172 -1.7025 -0.0408
6 C 0.7266 0.4831 0.9893
7 C 2.2203 0.3841 1.3127
8 H -2.5352 -0.5305 -2.1951
9 H -0.7602 -0.5486 -2.7467
10 H -2.7858 -0.7045 0.1101
11 H 0.9600 0.0224 -1.1041
12 H 0.1852 -2.0641 0.5973
13 H 0.1392 0.1201 1.8424
14 H 0.4414 1.5334 0.8464
15 H 2.5192 -0.6609 1.4353
16 H 2.8340 0.8083 0.5087
17 H 2.4645 0.9204 2.2355
18 H -1.5927 2.0092 -0.3326
19 H -1.5803 1.7045 -1.0178

Forces on atoms 1 to 2 (eV/Å):
0.11 0.03 0.34
0.09 -0.21 -0.50

DFT (ωB97M-V/def2-TZVPD) results for 2 unconnected molecules or ions with the total composition C22H16F2O4S2.

CARTESIAN COORDINATES (ANGSTROEM)
1 F -3.1995 4.1176 -2.3030
2 C -3.1202 2.7637 -2.0575
3 C -4.2884 2.0060 -2.1529
4 C -4.2047 0.6368 -1.8617
5 C -2.9715 0.0476 -1.6407
6 C -1.7688 0.8040 -1.6424
7 C -0.5010 0.1192 -1.5327
8 C 0.7199 0.7345 -1.8424
9 C 1.9664 0.1649 -1.6223
10 C 3.2135 0.8199 -1.9066
11 C 3.3364 2.2372 -2.0168
12 C 4.5927 2.8097 -2.1906
13 F 4.6863 4.1751 -2.3413
14 C 5.7656 2.0636 -2.3041
15 C 5.6485 0.6642 -2.2317
16 C 4.4085 0.0576 -2.0293
17 C -1.8756 2.2113 -1.7692
18 H -5.2279 2.4725 -2.4419
19 H -5.1007 0.0213 -1.7718
20 H -2.9043 -1.0234 -1.4744
21 H -0.5282 -0.9600 -1.3372
22 H 0.6942 1.7084 -2.3401
23 H 2.0148 -0.8655 -1.2546
24 H 2.4602 2.8699 -1.8988
25 H 6.7144 2.5469 -2.5208
26 H 6.5379 0.0423 -2.3664
27 H 4.3233 -1.0277 -1.9221
28 H -0.9971 2.8455 -1.7232
29 C -0.8835 -3.1633 5.2074
30 C 0.0320 -2.6697 4.2714
31 C -0.4360 -2.1096 3.0808
32 C -1.8030 -1.9957 2.8713
33 C -2.7261 -2.4897 3.7913
34 C -2.2580 -3.0799 4.9669
35 S -2.2422 -1.1370 1.3448
36 O -2.7130 -2.1744 0.4432
37 O -3.0686 0.0201 1.6231
38 C -0.6818 -0.5635 0.9038
39 S 0.5800 -1.3380 1.7825
40 O 1.3965 -0.2899 2.3635
41 O 1.1938 -2.3817 0.9847
42 H -0.5274 -3.5991 6.1422
43 H 1.1031 -2.7333 4.4516
44 H -3.7920 -2.4289 3.5795
45 H -2.9655 -3.4520 5.7067
46 H -0.6030 0.5224 0.9818

Forces on atoms 1 to 2 (eV/Å):
0.11 -1.17 0.29
0.10 0.42 -0.22

DFT (ωB97M-V/def2-TZVPD) results for a molecular structure, C53H45BCaN8O5PS.

The total charge is -1. The energy above the lowest of the compared OMol25 structures with the same formula, charge and spin is 0.000 eV.

CARTESIAN COORDINATES (ANGSTROEM)
1 Ca 0.7440 0.0751 0.1946
2 C 0.5371 -4.0841 1.9516
3 C 0.8454 -3.0710 1.1387
4 N -0.2586 -2.1795 0.7646
5 C -1.1292 -1.9776 1.9330
6 C -1.4295 -3.1766 2.6174
7 N -0.7055 -4.2655 2.5535
8 C -1.4642 -0.6918 2.3952
9 C -2.4657 -0.4903 3.3970
10 C -2.7561 0.7674 3.8386
11 C -2.0451 1.8748 3.3238
12 C -1.0906 1.6343 2.3641
13 N -0.8421 0.4037 1.8804
14 C -0.2716 2.7437 1.7850
15 C -0.2891 4.0251 2.3205
16 N 0.3603 5.0474 1.7698
17 C 1.0425 4.7955 0.6630
18 C 1.1348 3.5037 0.1515
19 N 0.4923 2.4866 0.7110
20 C -3.8223 0.9798 4.8465
21 C -4.0049 0.1017 5.9103
22 C -5.0229 0.3437 6.8186
23 N -5.8560 1.3787 6.7428
24 C -5.6751 2.2177 5.7260
25 C -4.6859 2.0684 4.7671
26 H 1.3088 -4.7909 2.2334
27 H 1.8319 -2.8759 0.7392
28 H -2.2967 -3.2171 3.2738
29 H -3.0259 -1.3334 3.7733
30 H -2.2460 2.8662 3.6959
31 H -0.8388 4.2387 3.2267
32 H 1.5153 5.6153 0.1395
33 H 1.7139 3.3164 -0.7452
34 H -3.3487 -0.7479 6.0445
35 H -5.1717 -0.3302 7.6556
36 H -6.3595 3.0573 5.6688
37 H -4.6039 2.7808 3.9569
38 N 3.9292 -0.2045 1.9084
39 C 2.8928 -0.1669 1.3877
40 C -5.7131 -2.7572 -4.6894
41 C -4.9731 -4.0955 -4.5598
42 C -5.8498 -5.0877 -3.7835
43 C -4.7495 -4.6522 -5.9655
44 C -3.6605 -3.8787 -3.8036
45 C -2.4193 -4.1713 -4.3627
46 C -1.2164 -3.9689 -3.6783
47 C -1.3046 -3.4574 -2.4097
48 O -0.2997 -3.1366 -1.5315
49 B -0.9555 -2.6812 -0.3833
50 O -2.3401 -2.6937 -0.5582
51 C -2.5344 -3.1740 -1.8297
52 C -3.7170 -3.3701 -2.4963
53 H -6.6714 -2.9021 -5.1937
54 H -5.1247 -2.0444 -5.2704
55 H -5.9122 -2.3098 -3.7152
56 H -6.7735 -5.2854 -4.3324
57 H -6.1225 -4.7002 -2.8012
58 H -5.3276 -6.0348 -3.6369
59 H -5.7129 -4.7719 -6.4644
60 H -4.2635 -5.6295 -5.9427
61 H -4.1421 -3.9793 -6.5737
62 H -2.3659 -4.5717 -5.3647
63 H -0.2619 -4.1991 -4.1310
64 H -4.6565 -3.1387 -2.0124
65 C 5.2254 -4.2119 -1.5528
66 C 4.3397 -4.2858 -2.6163
67 C 3.4952 -3.2215 -2.8965
68 C 3.5252 -2.0635 -2.1166
69 C 4.4031 -2.0084 -1.0326
70 C 5.2514 -3.0721 -0.7634
71 P 2.2703 -0.7628 -2.3921
72 C 3.0706 0.8873 -2.5381
73 C 2.5613 1.8129 -3.4559
74 C 2.9348 3.1471 -3.4117
75 C 3.8513 3.5836 -2.4669
76 C 4.3855 2.6734 -1.5689
77 C 3.9874 1.3426 -1.5878
78 C 1.7509 -1.0973 -4.1055
79 C 0.4587 -1.5401 -4.3547
80 C 0.0431 -1.8345 -5.6483
81 C 0.9277 -1.6886 -6.7031
82 C 2.2293 -1.2562 -6.4650
83 C 2.6391 -0.9675 -5.1757
84 H 5.8827 -5.0433 -1.3317
85 H 4.2979 -5.1752 -3.2326
86 H 2.8081 -3.2996 -3.7286
87 H 4.4118 -1.1668 -0.3568
88 H 5.9192 -3.0074 0.0860
89 H 1.8301 1.5043 -4.1919
90 H 2.4774 3.8595 -4.0856
91 H 4.1106 4.6326 -2.4158
92 H 5.0898 2.9933 -0.8114
93 H 4.3789 0.6929 -0.8210
94 H -0.2250 -1.6729 -3.5256
95 H -0.9680 -2.1808 -5.8210
96 H 0.6082 -1.9111 -7.7133
97 H 2.9225 -1.1434 -7.2887
98 H 3.6522 -0.6303 -4.9903
99 N -1.6140 0.1594 -1.2077
100 C -1.4931 1.5363 -1.5711
101 C -0.5897 1.8847 -2.5744
102 C -0.2705 3.2129 -2.7836
103 C -0.8275 4.2057 -1.9885
104 C -1.7905 3.8655 -1.0555
105 C -2.1332 2.5326 -0.8491
106 S -0.1379 5.8570 -2.1039
107 O -0.9428 6.6561 -1.1970
108 O 1.2394 5.6460 -1.6479
109 O -0.2328 6.2031 -3.5105
110 H -2.3632 -0.0028 -0.5442
111 H -1.7676 -0.4376 -2.0132
112 H -0.1098 1.1096 -3.1599
113 H 0.4494 3.4925 -3.5412
114 H -2.2301 4.6520 -0.4541
115 H -2.8492 2.2676 -0.0774

Forces on atoms 1 to 2 (eV/Å):
-0.01 0.12 -0.44
0.07 0.00 -0.03

| no. | total energy (Eh) |
| --- | --- |
| 1 | -5643.2932 |
| 2 | -348.1181 |
| 3 | -2144.8533 |
| 4 | -4303.2458 |